1.
The following is a DFT calculation (ωB97M-V/def2-TZVPD) of a cluster of 5 separate species, C22H54O4Si in total.

XYZ file:
```
81
C22H54O4Si (ωB97M-V/def2-TZVPD)
C 7.40571 -4.83856 0.50916
C 7.01056 -3.37378 0.49052
C 7.08773 -2.66658 1.81937
C 6.59269 -2.69958 -0.60412
C 5.56051 -3.07288 -1.64324
C 4.92948 -4.46762 -1.54308
C 3.54078 -4.55158 -0.87168
C 3.32526 -6.00692 -0.42731
C 3.35804 -3.62947 0.35545
C 2.02382 -2.85207 0.32370
Si 1.91875 -1.38158 -0.84897
H 8.17047 -4.96498 1.27654
H 7.80316 -5.14283 -0.45548
H 6.60469 -5.53995 0.77597
H 7.84509 -3.09939 2.48018
H 6.12483 -2.80691 2.31727
H 7.28489 -1.59775 1.71468
H 7.02231 -1.70535 -0.75317
H 4.80288 -2.29208 -1.55616
H 5.99234 -2.95586 -2.64515
H 5.59629 -5.17453 -1.05463
H 4.80533 -4.84081 -2.56352
H 2.75798 -4.34194 -1.60771
H 3.29894 -6.69308 -1.27607
H 2.42677 -6.11865 0.18186
H 4.17154 -6.31426 0.19476
H 3.31239 -4.26669 1.24404
H 4.21632 -2.97115 0.49935
H 1.75281 -2.52807 1.33114
H 1.25313 -3.55747 -0.00535
H 2.78451 -1.55240 -2.03581
H 0.53040 -1.28294 -1.35617
H 2.20318 -0.11881 -0.12925
C -3.33139 0.78417 -3.00384
C -2.17493 0.45282 -2.07103
C -2.55553 0.66500 -0.61420
O -1.03072 1.23405 -2.40743
H -3.61334 1.83463 -2.89459
H -3.03998 0.62174 -4.04207
H -4.20792 0.17176 -2.78459
H -1.87346 -0.58656 -2.21870
H -2.81405 1.71081 -0.43511
H -1.71146 0.41683 0.03116
H -3.41037 0.05283 -0.32489
H -1.24269 2.17369 -2.30175
C -7.83217 1.59304 -0.38855
C -6.69444 1.21853 0.54832
C -7.05562 1.48719 2.00073
O -5.50571 1.92376 0.19304
H -8.05423 2.66065 -0.30322
H -7.55617 1.39155 -1.42379
H -8.73959 1.03484 -0.15418
H -6.45062 0.16173 0.42206
H -7.25736 2.55198 2.14829
H -6.23025 1.21096 2.65711
H -7.94206 0.92602 2.29944
H -5.68388 2.86463 0.30378
C -1.19075 1.55794 4.17213
C -1.51253 2.42496 2.96516
C -0.39387 2.39496 1.93791
O -1.77765 3.76846 3.37443
H -0.28870 1.92424 4.67089
H -2.00707 1.58960 4.89399
H -1.02286 0.52031 3.87993
H -2.43834 2.07621 2.50254
H 0.53386 2.78845 2.36371
H -0.65358 3.01642 1.08168
H -0.20835 1.38007 1.58568
H -0.97801 4.11143 3.78800
C -3.28667 4.65584 -1.31737
C -1.79327 4.89440 -1.19135
C -1.45353 6.37137 -1.09469
O -1.11164 4.28579 -2.29358
H -3.69020 5.12177 -2.22064
H -3.48169 3.58452 -1.37374
H -3.81804 5.05998 -0.45358
H -1.41973 4.37761 -0.30647
H -1.78213 6.89517 -1.99705
H -0.37642 6.51017 -1.00208
H -1.94040 6.83097 -0.23396
H -1.41406 4.70929 -3.10467
```

## Properties
LUMO level ... 0.7181 eV
HOMO-LUMO gap ... 0.3142 Ha
SMILES string ... CC(C)=CCC[C@@H](C)CC[SiH3].CC(C)O.CC(C)O.CC(C)O.CC(C)O

Atom charges from the Löwdin analysis, given in e for atoms 1 to 6:
1 C -0.065
2 C -0.343
3 C -0.071
4 C -0.092
5 C -0.187
6 C -0.165

=====

2.
The following is a DFT calculation (ωB97M-V/def2-TZVPD) of a structure of composition C25H75N8O15.

XYZ file:
```
123
C25H75N8O15 (ωB97M-V/def2-TZVPD)
C 0.51574 -0.71444 -0.52393
C 0.26020 0.03032 0.69662
O 0.12039 -0.65988 1.69415
O 0.16075 1.27041 0.66106
H 0.55727 -0.07962 -1.41155
H -0.20299 -1.41797 -0.74320
H 1.45637 -1.23089 -0.35056
C 4.18866 -2.98521 0.06298
O 3.62272 -3.97913 -0.82366
H 4.53097 -3.39369 1.06137
H 3.48870 -2.18418 0.17076
H 5.05349 -2.45335 -0.34405
H 2.68851 -4.01818 -0.64793
C -2.65734 -0.30049 2.87100
O -2.23281 0.93327 2.34870
H -2.06017 -0.54671 3.74045
H -2.52377 -1.03158 2.06697
H -3.74928 -0.23450 3.13242
H -2.10194 0.71065 1.43175
C -0.23152 -4.76023 -2.97676
O 0.57051 -5.52190 -2.10582
H -0.48349 -3.75871 -2.59343
H -1.12793 -5.37796 -3.24386
H 0.22991 -4.54424 -3.91045
H 0.87299 -6.32512 -2.53208
C 3.35163 1.32620 0.82102
O 3.57805 1.99496 2.06631
H 2.57653 1.86327 0.30798
H 3.02866 0.38548 1.04054
H 4.26301 1.25378 0.32673
H 4.34382 1.47285 2.52035
C -4.24443 -2.76906 -2.83529
O -5.07528 -2.08148 -2.05938
N -4.59908 -3.03249 -4.05236
N -2.98799 -3.03088 -2.63892
H -5.60582 -2.79597 -4.29290
H -4.16381 -3.63269 -4.70970
H -2.57337 -2.60359 -1.83385
H -2.35136 -3.30722 -3.39541
C -3.65604 0.77834 -0.40907
O -3.59645 2.12031 -0.42321
N -2.61338 0.01756 -0.31720
N -4.77491 0.15154 -0.37053
H -1.73556 0.37258 -0.65988
H -2.67546 -1.00087 -0.14524
H -5.65373 0.70750 -0.48921
H -4.82603 -0.78944 -0.79144
C 1.24180 -4.15514 1.05416
O 1.35278 -5.48816 1.41537
N 1.03363 -3.77008 -0.13268
N 1.30350 -3.17501 1.95105
H 0.89927 -4.44907 -0.85676
H 0.73662 -2.81761 -0.31276
H 1.10481 -3.53455 2.88215
H 0.87615 -2.27106 1.75183
C 1.14826 1.71974 3.49030
O 1.85229 2.20015 4.49613
N 0.02577 1.15881 3.87649
N 0.28967 2.37445 2.77210
H 0.36773 0.73713 4.76548
H 0.25132 0.22949 3.33490
H 1.02252 3.17988 2.58006
H 0.36993 1.89793 1.76059
C -1.82871 -3.47646 3.26541
C -0.98016 -3.43536 4.49006
C -1.68264 -4.14481 5.62841
O 0.11709 -3.99671 4.36312
H -1.31176 -2.98573 2.41567
H -2.69866 -2.86938 3.49497
H -2.24016 -4.47694 2.99266
H -0.83271 -2.36831 4.70525
H -1.15618 -4.16849 6.55958
H -1.83544 -5.14012 5.33110
H -2.67144 -3.70463 5.81939
H 0.69509 -3.54688 5.03971
C 3.67667 -0.03997 -2.02431
C 3.52557 -1.28250 -2.86180
C 2.06461 -1.78718 -3.07254
O 4.07948 -1.15802 -3.94885
H 4.63648 0.48917 -2.13940
H 3.64995 -0.38924 -0.99794
H 2.92808 0.69989 -2.21615
H 4.17573 -2.11153 -2.49246
H 1.89897 -2.41121 -3.97448
H 1.37477 -0.98207 -3.13353
H 1.70743 -2.43616 -2.30827
H 4.08193 -2.01403 -4.30455
C -3.05174 5.60511 2.18476
C -2.77498 4.20003 1.65239
C -1.42438 4.15060 0.91546
O -2.76128 3.38738 2.60543
H -3.15660 6.26408 1.35463
H -2.13713 5.84378 2.70845
H -3.88897 5.65462 2.83805
H -3.55995 4.01668 0.90677
H -1.28950 3.17986 0.47656
H -0.57687 4.39677 1.57899
H -1.48721 4.67144 -0.01194
H -3.74899 3.34071 2.79549
C -0.81029 1.13769 -3.94492
C -0.05272 2.33393 -3.32949
C -1.01179 3.05396 -2.44472
O 0.98340 2.04369 -2.69028
H -1.55620 1.46382 -4.65729
H -1.22976 0.59684 -3.11605
H -0.04794 0.52216 -4.36786
H 0.33925 3.00054 -4.11717
H -0.60738 4.01431 -2.18524
H -1.22023 2.43998 -1.51395
H -1.98708 3.14228 -2.99188
H 1.70498 1.85470 -3.36592
C 1.98634 6.10698 -0.56471
C 2.05107 4.73606 -1.19257
C 3.48702 4.27176 -1.31154
O 1.37116 3.91375 -0.54113
H 2.53240 6.19568 0.33783
H 0.97766 6.44031 -0.32806
H 2.25200 6.86708 -1.30768
H 1.58486 4.79125 -2.19085
H 3.55118 3.37425 -1.86644
H 3.89228 3.98039 -0.33503
H 4.07986 5.00623 -1.76084
H 1.38258 3.07366 -1.06899
```

## Properties
LUMO level ... 1.2555 eV
HOMO-LUMO gap ... 0.1705 Ha
Net charge ... -1

Atom charges from the Löwdin analysis, given in e for atoms 1 to 6:
1 C -0.022
2 C -0.720
3 O -0.003
4 O 0.024
5 H 0.077
6 H 0.048

=====

3.
The following is a DFT calculation (ωB97M-V/def2-TZVPD) of a structure of composition C8H10ClF12MgO14S4.

XYZ file:
```
50
C8H10ClF12MgO14S4 (ωB97M-V/def2-TZVPD)
Mg 6.81992 8.67959 6.90759
Cl 7.52473 10.20242 8.72402
C 4.16073 6.81539 10.44859
F 4.34279 6.47559 11.71927
F 3.46990 5.86305 9.80730
F 3.53444 8.01282 10.30524
S 5.85702 6.92868 9.53368
O 6.34034 5.57189 9.22348
O 5.68635 7.71268 8.31107
O 6.76318 7.75007 10.38027
C 10.92953 6.92027 7.43680
F 11.84359 7.36372 8.32919
F 10.97562 7.77464 6.39796
F 11.40130 5.64847 7.06343
S 9.23227 6.85878 8.33303
O 9.37728 7.75421 9.47335
O 8.23764 7.44684 7.35406
O 8.88158 5.48253 8.63882
C 6.81004 5.11480 3.83300
F 7.93660 5.70464 3.33672
F 5.80257 5.21278 2.94622
F 7.16739 3.79135 4.00100
S 6.21561 5.87809 5.61300
O 6.97157 5.18451 6.68051
O 6.49664 7.31601 5.58232
O 4.79145 5.63099 5.83184
C 8.96252 9.79885 3.05997
F 7.79403 9.59894 2.40838
F 9.64192 8.68449 3.16740
F 9.65645 10.62116 2.32466
S 8.72437 10.51894 4.85233
O 8.03821 11.74212 4.68200
O 7.99120 9.53948 5.65609
O 10.11769 10.82283 5.35163
C 4.63237 7.86919 2.57343
O 4.98943 8.54386 3.74459
C 3.81939 9.00722 4.49317
C 4.09899 9.05155 6.02556
O 5.33673 9.69940 6.29362
C 5.16158 11.11185 6.37996
H 3.99746 7.02636 2.84661
H 5.51958 7.51698 2.04721
H 4.18995 8.57459 1.87002
H 2.91787 8.42298 4.30872
H 3.51128 9.98852 4.13232
H 4.21734 8.00972 6.32338
H 3.26230 9.51996 6.54387
H 4.69117 11.38336 5.43492
H 6.05149 11.74116 6.36902
H 4.65797 11.50047 7.26509
```

## Properties
LUMO level (alpha / beta) ... 4.1511 / 1.0824 eV
HOMO-LUMO gap (alpha / beta) ... 0.2898 / 0.1757 Ha
Net charge ... -2
<S²> ... 0.753
Energy relative to the best compared isomer or geometry (same formula, charge and spin) ... 102.3 kJ/mol
Multiplicity ... 2

Atom charges from the Löwdin analysis, given in e for atoms 1 to 6:
1 Mg 0.261
2 Cl 0.484
3 C -0.616
4 F 0.135
5 F 0.117
6 F 0.097